18
Properties=species:S:1:pos:R:3:forces:R:3 method="wB97M-V/def2-TZVPD" total_charge=0 spin_multiplicity=1
C -1.758928 -0.080865 -1.205312 1.3 -0.4 -3.1
C -1.165044 -0.288440 -0.075789 4.9 1.9 1.8
C 0.785967 0.136991 -0.186603 -5.3 -2.6 0.5
C -1.736199 -0.498527 1.309778 2.9 1.9 -0.2
C 2.973054 -0.620261 -0.492368 -1.1 -0.4 -3.2
N 1.555689 -0.827679 -0.333595 -1.0 -0.2 -0.1
N 0.147532 2.440862 -0.042875 -4.1 -2.8 -1.1
O 1.097269 1.394707 -0.090187 2.1 2.1 0.5
H -2.698693 -0.469323 -1.460628 -1.8 -0.1 0.2
H -1.202040 0.172899 -2.158433 -0.4 -0.1 1.4
H -2.333753 0.346729 1.541911 -0.9 0.7 0.2
H -1.010295 -0.568934 2.145380 0.0 -0.1 -0.8
H -2.281488 -1.341925 1.321979 -2.2 -3.0 0.2
H 3.387315 -1.586911 -0.888128 0.0 1.2 0.4
H 3.308340 -0.377917 0.443693 1.7 0.6 2.2
H 3.081925 0.250101 -1.198855 0.6 -0.9 0.6
H 0.384509 3.054342 0.652367 2.3 1.9 2.1
H -0.699832 2.037607 0.489681 1.1 0.1 -1.6

---

20
Properties=species:S:1:pos:R:3:forces:R:3 method="wB97M-V/def2-TZVPD" total_charge=0 smiles="O=Cc1ccccc1-n1cncn1" spin_multiplicity=1
O -1.289443 0.749730 -2.045600 -0.8 0.5 -0.6
C -0.681593 -0.271288 -2.006174 0.8 -1.0 -0.5
C 0.168865 -0.691734 -0.894353 0.1 -1.4 1.7
C 0.842589 -1.926526 -0.995583 0.3 0.8 0.6
C 1.760083 -2.324419 -0.004911 -1.2 0.9 -0.4
C 1.899970 -1.558366 1.165603 -0.1 -0.4 0.7
C 1.124656 -0.398879 1.353060 -0.2 0.3 0.1
C 0.224793 -0.027339 0.341615 0.7 1.4 0.2
N -0.561315 1.187290 0.539888 -2.3 -1.8 0.9
C -1.927723 1.247706 0.941587 1.6 1.5 -1.3
N -2.387895 2.479264 0.735102 2.0 -0.9 -0.1
C -1.260462 3.102724 0.209531 -0.7 0.1 0.3
N -0.190826 2.373480 0.055485 0.0 -0.1 0.3
H -0.589756 -1.032593 -2.841161 -0.6 0.7 0.1
H 0.615728 -2.589062 -1.833588 0.4 0.3 0.0
H 2.268169 -3.231742 -0.254920 0.5 -0.4 0.7
H 2.497049 -1.925155 2.038595 -0.2 0.4 -1.2
H 1.226866 0.271755 2.266152 -0.2 -1.2 -1.3
H -2.543158 0.426737 1.268085 0.4 -0.2 0.1
H -1.196598 4.138415 -0.038414 -0.4 0.4 -0.1

---

82
Properties=species:S:1:pos:R:3:forces:R:3 method="wB97M-V/def2-TZVPD" total_charge=+3 spin_multiplicity=1
Y 0.415813 -2.034282 0.881445 0.2 -0.2 -0.6
C 1.364254 -5.211601 4.528659 0.0 0.0 0.0
N 0.457593 -5.562673 3.420936 0.1 -0.1 0.0
C -0.156478 -6.901095 3.502200 0.0 0.1 0.0
C 0.244015 -4.758938 2.427046 -0.1 0.2 0.3
O 0.755172 -3.583398 2.356090 -0.1 0.0 0.1
C -0.713893 -5.148977 1.310939 0.0 0.0 0.1
O -0.578296 -4.176545 0.265974 0.0 0.1 0.0
C -0.340863 -4.693172 -1.055119 0.0 0.0 0.0
C 0.763346 -3.850166 -1.674786 0.0 0.0 0.0
O 1.107678 -2.805411 -1.030599 0.0 -0.1 0.0
N 1.305382 -4.198329 -2.804463 0.0 0.0 0.0
C 0.855764 -5.344526 -3.608838 0.0 0.0 0.0
C 2.400863 -3.422185 -3.403661 0.0 0.0 0.0
H 0.781443 -5.141241 5.445289 0.0 0.0 0.0
H 2.099830 -6.007569 4.628471 0.0 0.0 0.0
H 1.858046 -4.270145 4.323615 0.0 0.0 0.0
H -0.232670 -7.167431 4.552561 0.0 0.0 0.0
H -1.158926 -6.901541 3.082165 0.0 0.0 0.0
H 0.473938 -7.632743 2.997926 0.0 0.0 0.0
H -0.509208 -6.150034 0.934285 0.0 0.0 0.0
H -1.740095 -5.129336 1.685999 0.0 0.0 0.0
H -0.033962 -5.736265 -0.987823 0.0 0.0 0.0
H -1.259580 -4.634583 -1.641716 0.0 0.0 0.0
H 0.232638 -6.023887 -3.036602 0.0 0.0 0.0
H 0.296463 -4.979125 -4.469197 0.0 0.0 0.0
H 1.732623 -5.885283 -3.957181 0.0 0.0 0.0
H 2.661034 -2.594427 -2.756452 0.0 0.0 0.0
H 3.255572 -4.083568 -3.534214 0.0 0.0 0.0
H 2.080382 -3.055214 -4.377686 0.0 0.0 0.0
C -0.507512 2.010506 1.856124 0.0 0.1 0.1
C -1.201735 3.257586 1.316154 0.1 0.0 0.0
As -0.549212 3.835669 -0.475005 -0.1 0.0 0.1
C 1.335129 3.993926 -0.010012 0.0 0.0 0.0
C 2.273951 3.490794 -0.904725 0.0 0.0 0.0
C 3.635122 3.592251 -0.637933 0.0 0.0 0.0
C 4.064674 4.191625 0.536343 0.0 0.0 0.0
C 3.133738 4.705148 1.434241 0.0 0.0 0.0
C 1.778506 4.614548 1.157544 0.0 0.0 0.0
C -1.093468 5.693184 -0.330334 0.0 0.0 0.0
C -2.337198 6.032234 0.192829 0.0 0.0 0.0
C -2.734597 7.361064 0.239170 0.0 0.0 0.0
C -1.895590 8.354160 -0.245071 0.0 0.0 0.0
C -0.659255 8.017350 -0.778422 0.0 0.0 0.0
C -0.258221 6.690276 -0.824675 0.0 0.0 0.0
P -0.778808 0.463118 0.934563 0.0 -0.2 0.1
C -2.445036 0.233546 0.308947 0.0 -0.1 0.0
C -3.162167 -0.848393 0.836539 0.0 0.0 0.0
C -4.454253 -1.116890 0.408521 0.0 0.0 0.0
C -5.041310 -0.299066 -0.546113 0.0 0.0 0.0
C -4.341011 0.783035 -1.070196 0.0 0.0 0.0
C -3.048778 1.052104 -0.649086 0.0 0.1 -0.1
C 0.384719 0.344111 -0.475202 0.0 0.2 0.1
C 0.014947 0.252877 -1.815251 0.0 0.0 -0.1
C 0.994353 0.132067 -2.795839 0.0 0.0 0.0
C 2.338718 0.072085 -2.452799 0.0 0.0 0.0
C 2.721599 0.108888 -1.118224 0.0 0.0 0.0
C 1.749741 0.231313 -0.133080 -0.1 0.0 0.1
H -0.832361 1.786692 2.876531 0.0 0.0 0.0
H 0.578729 2.147284 1.894320 0.0 0.0 0.0
H -1.036091 4.068643 2.026379 0.0 0.0 0.0
H -2.280060 3.100461 1.266701 0.0 0.0 0.0
H 1.939562 3.045178 -1.836736 0.0 0.0 0.0
H 4.359909 3.231471 -1.357680 0.0 0.0 0.0
H 5.122569 4.285883 0.742835 0.0 0.0 0.0
H 3.468843 5.198878 2.336850 0.0 0.0 0.0
H 1.067479 5.061408 1.843893 0.0 0.0 0.0
H -3.011775 5.271628 0.570456 0.0 0.0 0.0
H -3.699877 7.620131 0.653218 0.0 0.0 0.0
H -2.205339 9.389651 -0.208194 0.0 0.0 0.0
H -0.004309 8.789950 -1.158313 0.0 0.0 0.0
H 0.713022 6.442410 -1.237041 0.0 0.0 0.0
H -2.737398 -1.444698 1.643142 0.0 0.0 0.0
H -5.010822 -1.939877 0.836217 0.0 0.0 0.0
H -6.053423 -0.494798 -0.874186 0.0 0.0 0.0
H -4.809263 1.425166 -1.804038 0.0 0.0 0.0
H -2.514103 1.898738 -1.064638 0.0 0.0 0.0
H -1.026456 0.328291 -2.101222 0.0 0.0 0.0
H 0.704536 0.117317 -3.838880 0.0 0.0 0.0
H 3.092189 0.018409 -3.228292 0.0 0.0 0.0
H 3.768802 0.089436 -0.845855 0.0 0.0 0.0
H 2.070704 0.396919 0.900261 0.0 0.0 0.0

---

Respective energy relative to the best compared isomer or geometry (same formula, charge and spin) values: 141.2; 0.0; 0.0 kcal per mole.
Respective Kohn-Sham gap values: 9.74; 9.19; 5.01 eV.
Respective LUMO values: 0.81; -0.39; -9.03 eV.